One molecule with the formula C3H6N2, computed with ωB97M-V with the def2-TZVPD basis set.

Positions of all 11 atoms, in Å:
C 0.483 -0.453 0.688
C 1.004 0.911 0.506
N -0.296 -0.665 -0.681
C -1.390 0.327 -0.707
N -2.429 0.824 -0.778
H -0.661 -1.601 -0.885
H 0.490 -0.350 -1.298
H -0.246 -0.637 1.497
H 1.166 -1.320 0.648
H 0.820 1.468 -0.412
H 1.056 1.497 1.420

Forces on the atoms, in the same order (eV/Å):
C -0.121 0.485 -0.453
C -0.251 -0.271 0.810
N -1.129 1.470 0.435
C 1.280 -0.961 -0.102
N 0.459 -0.324 0.009
H 0.261 0.070 -0.227
H -0.857 -0.291 0.051
H 0.283 0.102 -0.096
H -0.006 -0.091 -0.140
H 0.217 -0.286 0.001
H -0.136 0.096 -0.288

Its strongest force on any atom is 0.0370 Eh/bohr. The value obtained for the calculated total energy is -6182.96154 eV. The HOMO energy comes out at -6.18 eV. The calculation puts the energy above the lowest of the compared OMol25 structures with the same formula, charge and spin at 128.8 kcal per mole.

***

A 2-piece molecular cluster, C4H15N2O4P overall, computed with ωB97M-V with the def2-TZVPD basis set.

Positions of all 26 atoms, in Å:
N -0.873 -0.558 -3.029
P -0.542 -1.941 -2.272
O -1.959 -2.372 -1.315
O -0.348 -3.280 -3.424
C 0.937 -1.932 -1.091
C 1.357 -0.448 -0.526
C 0.309 0.207 0.550
O -1.098 0.237 0.137
C 0.764 1.807 0.719
N -0.412 2.746 0.894
H -0.140 0.123 -2.746
H -2.511 -1.554 -1.145
H -0.998 -3.038 -4.166
H 1.878 -2.267 -1.745
H 2.398 -0.572 0.041
H 1.585 0.306 -1.423
H 0.424 -0.311 1.616
H -1.245 0.733 -0.721
H 1.307 2.152 -0.286
H 1.521 1.870 1.616
H -1.024 2.479 1.695
H -0.941 2.886 0.005
O -0.063 0.660 3.935
H -1.027 0.848 4.068
H 0.202 -0.194 4.362
H 0.500 1.413 4.250

Forces on the atoms, in the same order (eV/Å):
N 0.293 -0.562 0.860
P 0.395 0.195 1.126
O 1.222 1.036 -1.572
O -1.952 2.764 1.162
C 1.068 0.824 -1.767
C -0.224 -0.923 -0.086
C 1.125 1.655 -0.940
O 1.137 -0.136 0.013
C -0.055 -0.403 -0.667
N 0.971 -0.355 0.351
H -0.503 -0.728 -0.520
H 1.356 -1.206 -0.607
H 1.344 -0.397 1.505
H -2.046 0.414 1.327
H -2.172 0.237 -1.147
H -0.709 -1.089 1.877
H -0.676 0.722 -2.470
H 0.816 -1.077 1.137
H -1.030 -0.805 2.382
H -1.349 0.229 -1.640
H 0.474 0.137 -1.521
H 0.521 -0.471 1.425
O -0.072 0.140 0.341
H 0.231 -0.109 -0.155
H -0.049 0.082 -0.220
H -0.116 -0.175 -0.194

Its strongest force on any atom is 0.0696 Eh/bohr. The value obtained for the calculated total energy is -24842.18691 eV. The HOMO energy comes out at -5.29 eV. The calculation puts the energy above the lowest of the compared OMol25 structures with the same formula, charge and spin at 54.7 kcal per mole.

***

C18H23Cl2NO2PSZr as an isolated structure, computed with ωB97M-V with the def2-TZVPD basis set.

Positions of all 49 atoms, in Å:
C -0.307 -4.371 -5.285
C -0.075 -3.466 -4.113
H -1.383 -4.527 -5.425
H 0.190 -5.336 -5.116
H 0.116 -3.910 -6.192
O -0.889 -2.790 -3.515
Cl 1.632 -3.452 -3.640
Zr 0.306 -0.610 -0.816
P -0.178 1.416 -2.453
C -1.534 2.611 -2.467
C 1.263 2.541 -2.384
H 0.578 -0.007 -4.288
H -0.032 1.584 -4.861
H -1.180 0.302 -4.350
C -0.199 0.759 -4.157
H 2.200 1.970 -2.327
H 1.263 3.164 -3.287
H -1.369 3.354 -3.254
H -1.565 3.125 -1.502
H 1.176 3.185 -1.497
H -2.487 2.107 -2.646
C -1.843 0.169 -0.670
O -2.874 0.677 -0.464
Cl 2.373 -0.662 -2.011
N 0.949 0.708 0.655
S 1.781 0.251 2.040
C 0.985 1.370 3.190
C -0.390 1.578 3.141
C -0.975 2.444 4.072
C -0.197 3.103 5.025
C 1.188 2.910 5.042
C 1.789 2.051 4.120
C 0.893 -1.259 2.320
C 0.313 -1.527 3.559
C -0.681 -2.505 3.641
C -1.095 -3.168 2.487
C -0.445 -2.991 1.262
C 0.635 -2.080 1.187
H 0.881 1.732 0.621
H -1.000 1.075 2.389
H -2.048 2.601 4.047
H -0.660 3.779 5.747
H 1.813 3.427 5.766
H 2.871 1.890 4.100
H 0.613 -0.946 4.428
H -1.131 -2.723 4.611
H -1.944 -3.858 2.550
H -0.713 -3.571 0.368
H 1.387 -2.124 0.350

Forces on the atoms, in the same order (eV/Å):
C -0.473 -0.075 0.088
C -0.724 0.252 0.060
H 0.265 0.116 0.022
H -0.058 0.348 -0.091
H -0.014 -0.130 0.302
O 1.210 -0.374 -0.146
Cl -0.177 0.027 0.168
Zr 2.394 0.212 -0.568
P 0.631 1.770 -1.801
C -0.480 -0.217 0.559
C 0.368 -0.299 0.454
H -0.198 0.267 -0.060
H -0.049 -0.099 0.253
H 0.242 0.107 -0.043
C -0.027 -0.734 0.121
H -0.280 0.325 -0.079
H -0.093 -0.117 0.189
H 0.126 -0.189 0.042
H -0.143 0.046 -0.137
H 0.061 -0.081 -0.288
H 0.033 0.201 -0.015
C -6.353 2.335 1.527
O 5.071 -2.457 -1.110
Cl -1.270 -0.128 0.718
N -0.625 -0.589 -1.011
S -0.253 1.168 0.803
C 0.596 0.401 0.627
C -0.535 0.151 0.217
C 0.070 -0.321 -0.433
C 0.419 -0.059 -0.022
C -0.016 -0.073 -0.141
C 0.237 -0.437 -0.304
C -0.504 -0.834 0.260
C 0.427 0.407 -0.746
C 0.172 -0.301 -0.239
C -0.676 -0.240 0.037
C 0.712 0.089 -0.283
C -0.411 0.237 0.142
H 0.308 -0.300 -0.100
H 0.040 0.112 0.307
H 0.126 -0.009 -0.011
H 0.126 -0.252 -0.251
H -0.140 -0.080 -0.135
H -0.349 0.158 0.196
H -0.218 -0.046 -0.111
H 0.027 0.024 -0.334
H 0.419 0.204 -0.070
H 0.088 -0.061 0.570
H -0.098 -0.454 0.868

Its strongest force on any atom is 0.1349 Eh/bohr. The value obtained for the calculated total energy is -71046.32920 eV. The HOMO energy comes out at -18.22 eV. As for the charge: +3. The calculation puts the energy above the lowest of the compared OMol25 structures with the same formula, charge and spin at 1.3 kcal per mole.

***

A 2-piece molecular cluster, C2H7O overall, computed with ωB97M-V with the def2-TZVPD basis set.

Positions of all 10 atoms, in Å:
O -1.017 -1.958 0.571
H -1.586 -2.209 1.306
C 0.292 1.741 -0.421
C 0.837 0.327 -0.233
H 0.327 2.323 0.509
H -0.759 1.746 -0.720
H 0.838 2.334 -1.153
H 1.098 -0.135 -1.190
H 1.741 0.333 0.377
H 0.089 -0.341 0.226

Forces on the atoms, in the same order (eV/Å):
O -0.010 0.048 0.007
H -0.042 -0.031 0.024
C -0.152 0.247 0.298
C -0.209 0.000 -0.133
H 0.018 -0.167 0.006
H 0.050 -0.168 -0.104
H 0.172 0.048 -0.210
H -0.031 0.085 -0.028
H 0.084 0.016 0.064
H 0.119 -0.078 0.075

Its strongest force on any atom is 0.0081 Eh/bohr. The value obtained for the calculated total energy is -4234.29892 eV. The HOMO energy comes out at -2.22 eV. As for the charge: -1. The calculation puts the energy above the lowest of the compared OMol25 structures with the same formula, charge and spin at 0.0 kcal per mole.